# 1
34
Properties=species:S:1:pos:R:3:forces:R:3:lowdin_spin:R:1 method="wB97M-V/def2-TZVPD" charge=-1 s2=12.791 multiplicity=7 e_above_lowest_kj_mol=0.0 energy_ha=-2267.2602 gap_ev="2.9 / 3.5"
Tb -1.07688 0.10089 1.08761 1.0 2.9 -3.1 6.2403
Cl -1.82445 -1.96799 -0.02900 -0.5 -1.1 -0.4 -0.0119
Cl -2.24966 0.80764 3.18341 -0.4 0.1 0.9 -0.0127
C -0.08921 1.63592 -0.85119 -1.8 -1.1 2.7 -0.2127
H 0.61955 2.44243 -1.13171 -0.6 -0.2 0.3 -0.0115
H -1.15683 1.99247 -0.96044 0.2 0.3 -0.3 -0.0052
C 2.02678 -0.24607 -2.10606 0.3 1.3 -0.5 -0.0067
C 2.06084 1.07459 -2.46015 0.2 -1.9 0.9 -0.0020
H 2.43307 -0.56580 -1.13201 0.1 0.3 -0.6 0.0001
C 1.23505 1.67624 -3.56378 0.1 -0.5 -0.5 -0.0047
H 2.58772 1.78306 -1.80686 -0.2 -0.4 -0.2 0.0010
C 0.13923 0.70268 -4.03478 -0.1 0.0 0.1 -0.0058
H 0.78808 2.60604 -3.20189 0.0 -0.2 0.0 -0.0010
H 1.86299 1.93889 -4.42943 0.1 0.0 0.1 -0.0001
C 0.68251 -0.72839 -4.17870 0.0 0.3 0.0 -0.0004
H -0.67427 0.73007 -3.29974 0.2 0.0 0.0 -0.0044
H -0.26069 1.03833 -5.00452 0.0 -0.1 0.2 -0.0002
C 1.24602 -1.29629 -2.86631 -0.3 0.2 0.0 -0.0008
H -0.09521 -1.39080 -4.57912 0.1 0.1 0.0 0.0000
H 1.49327 -0.68016 -4.91686 0.0 -0.2 0.0 -0.0001
H 0.42930 -1.66733 -2.21611 0.2 0.3 -0.2 0.0001
H 1.84903 -2.18802 -3.11692 0.0 0.3 0.2 0.0000
C 1.00015 -1.22878 4.28509 -0.1 0.3 -0.3 0.0042
N 2.09390 -0.48957 3.60870 0.2 -0.3 0.5 0.0096
C 3.24896 -0.02887 4.36998 0.2 0.2 -0.1 0.0053
C 1.98941 -0.12878 2.34628 -2.4 -0.1 -1.4 0.0191
O 0.91025 -0.32051 1.69331 3.1 -0.7 1.8 -0.0119
H 1.34043 -1.44443 5.31215 -0.3 0.0 -0.5 0.0003
H 0.79501 -2.16970 3.73336 0.1 0.6 0.4 0.0007
H 0.07327 -0.61342 4.30170 0.5 -0.4 0.0 0.0016
H 4.17118 -0.25083 3.81252 -0.2 0.0 0.3 0.0001
H 3.20573 1.06201 4.51428 0.0 -0.3 0.1 0.0035
H 3.25282 -0.52468 5.34565 0.2 0.1 -0.3 0.0002
H 2.83796 0.34948 1.84260 -0.1 0.0 0.3 0.0063

***

# 2
51
Properties=species:S:1:pos:R:3:forces:R:3:mulliken_charge:R:1 method="wB97M-V/def2-TZVPD" charge=+1 multiplicity=1 energy_ha=-3298.8086 gap_ev=9.6
N -1.35552 0.53874 2.83906 0.1 0.0 0.0 -0.6241
N -0.83866 -0.35497 3.81368 -0.2 0.0 0.3 0.0146
C -0.30776 -1.52018 3.53043 0.1 0.1 -0.3 0.4761
N 0.29258 -2.33022 4.43330 -0.1 -0.2 0.2 -0.5953
C 0.65557 -3.39168 3.75316 0.1 0.0 -0.2 0.2486
C 1.31410 -4.61098 4.31303 0.1 0.0 0.1 -0.4560
C 1.98185 -4.27120 5.64872 0.0 -0.1 -0.1 0.4760
O 2.93555 -3.58411 5.75538 -0.1 0.0 -0.1 -0.3933
Cl 1.21141 -5.04472 7.02439 0.0 0.0 0.0 -0.1563
N 0.33936 -3.27623 2.45468 0.1 -0.3 0.1 -0.3391
N -0.28638 -2.07019 2.30298 0.0 0.2 0.2 0.2674
H -2.16172 1.00191 3.25567 0.1 0.0 -0.1 0.3752
H -1.76132 -0.01140 2.08286 0.0 0.1 0.0 0.3064
H -0.75854 -0.02737 4.76428 0.0 0.1 -0.1 0.2755
H 0.57177 -5.40505 4.42720 0.1 0.1 0.0 0.3502
H 2.10178 -4.96441 3.63858 -0.1 0.1 0.1 0.3498
H 0.49598 -3.90519 1.68384 -0.1 0.1 0.0 0.2158
H -0.66166 -1.73683 1.41045 0.1 -0.1 -0.2 0.4957
C -0.20031 1.01620 -2.28250 0.1 0.0 0.0 -0.2462
C 0.33430 -0.23944 -2.93989 0.0 0.1 -0.1 -0.1771
O -0.08319 -1.28999 -2.02693 0.0 0.0 0.0 -0.3225
S -1.49042 -0.92634 -1.41341 0.0 0.0 0.1 1.0079
O -2.55215 -1.58303 -2.07176 0.0 0.0 0.0 -0.5555
O -1.37688 -1.08560 0.01074 0.0 0.0 0.1 -0.6968
O -1.49406 0.60397 -1.76808 0.0 0.0 0.0 -0.3223
H 0.42105 1.34512 -1.45050 0.0 0.0 0.0 0.2987
H -0.36383 1.83078 -2.98078 -0.1 0.0 0.0 0.3388
H 1.41614 -0.24652 -3.00716 0.0 -0.1 0.1 0.1584
H -0.11697 -0.41896 -3.91535 0.0 0.0 0.0 0.2632
C -3.94651 4.97853 0.81574 0.0 0.1 0.0 -0.2873
C -3.26532 4.99688 2.17147 0.0 0.0 0.0 -0.2992
O -4.06673 4.09358 2.95826 0.0 0.0 0.0 -0.3162
S -4.65075 2.93092 2.04640 0.0 -0.1 0.0 1.0125
O -3.84647 1.75894 2.17806 0.0 0.0 0.0 -0.5019
O -6.04615 2.84387 2.25093 0.0 0.0 0.0 -0.5312
O -4.30970 3.59366 0.64616 0.1 0.0 0.0 -0.2962
H -4.84873 5.58917 0.79677 0.0 0.0 0.0 0.2857
H -3.28534 5.25104 -0.00117 0.0 0.0 0.0 0.3042
H -3.29050 5.96831 2.65542 0.0 0.0 0.0 0.3077
H -2.24270 4.62120 2.12235 0.0 0.0 0.0 0.2642
C 3.85539 -0.86326 -6.40689 0.0 0.0 0.0 -0.2958
C 5.20174 -0.40977 -5.87284 0.0 -0.1 0.0 -0.3368
O 4.92402 0.90266 -5.34375 0.0 0.1 0.0 -0.2948
S 3.46329 0.95796 -4.74214 0.0 0.0 0.0 1.1739
O 3.48894 0.74396 -3.33378 -0.1 0.0 0.0 -0.5581
O 2.78340 2.08404 -5.26820 0.0 0.0 0.0 -0.5514
O 2.92315 -0.38362 -5.41378 0.0 0.0 0.0 -0.2807
H 3.61673 -0.40634 -7.36680 0.0 0.0 0.0 0.2881
H 3.75691 -1.94298 -6.46383 0.0 0.0 0.0 0.2952
H 5.95707 -0.30051 -6.64466 0.0 0.0 0.0 0.3084
H 5.56621 -1.05035 -5.06978 0.0 0.0 0.0 0.2757

***

# 3
39
Properties=species:S:1:pos:R:3:forces:R:3:mulliken_charge:R:1 method="wB97M-V/def2-TZVPD" smiles="CS(=O)(=O)[C@@]1(Cl)COC(=O)O1.COCCOCCOC" multiplicity=1 e_above_lowest_kj_mol=191.4 energy_ha=-1852.6017 gap_ev=9.6
C 0.73228 2.24156 3.47974 -0.3 0.4 -0.6 -0.9532
S -0.59348 1.01098 3.71002 1.7 -1.9 2.9 1.1305
O -0.82636 0.92513 5.14582 -0.6 1.2 -0.6 -0.7143
O -0.16598 -0.26575 3.19570 -0.2 0.8 -1.1 -0.5727
C -2.20158 1.58906 2.93072 0.5 -1.0 -0.2 0.4567
Cl -2.66919 0.22181 1.86874 -0.4 1.1 0.2 -0.1450
C -3.31169 1.92370 3.98184 1.1 1.4 -0.2 -0.5778
O -3.78473 3.15542 3.35856 0.1 0.3 0.7 -0.3788
C -2.56006 3.76696 3.09084 -2.8 -4.0 -1.6 0.6451
O -2.17689 4.77103 3.47351 1.3 3.0 0.5 -0.3667
O -1.90015 2.80633 2.29115 0.2 0.1 0.8 -0.2834
H 1.61855 1.89219 4.04261 -0.8 -0.2 -0.1 0.3931
H 0.39910 3.21796 3.88294 0.2 -0.6 -0.3 0.3497
H 1.01351 2.30295 2.41162 -0.3 0.1 0.5 0.3105
H -4.05254 1.13490 4.15998 0.1 0.6 -0.4 0.3878
H -2.84575 2.32398 4.90867 -0.2 -1.2 -0.2 0.3242
C 2.43293 -0.87452 -5.22127 -0.1 0.0 0.2 -0.7749
O 1.50781 -0.88801 -4.15551 0.2 -0.2 0.0 -0.2459
C 0.43280 -1.78581 -4.39118 0.0 0.4 0.2 -0.6006
C -0.26491 -2.13277 -3.08954 0.0 -0.2 -0.1 -0.3151
O 0.41554 -3.12936 -2.33390 0.1 0.2 0.0 -0.4705
C 1.59701 -2.70808 -1.65850 -0.1 -0.2 0.1 -0.4761
C 1.31552 -1.86797 -0.42657 0.2 0.3 -0.3 -0.5670
O 1.03708 -0.52496 -0.79596 -0.2 0.0 -0.1 -0.3943
C 0.36700 0.17572 0.23141 0.2 0.0 -0.4 -0.5930
H 1.94664 -0.56381 -6.15237 0.1 -0.1 -0.1 0.3161
H 3.22052 -0.16352 -4.97600 -0.1 0.0 0.0 0.2331
H 2.88517 -1.86423 -5.35000 0.0 0.0 -0.1 0.3241
H 0.80254 -2.70391 -4.86251 -0.1 0.0 0.0 0.3450
H -0.27719 -1.29028 -5.06652 -0.1 -0.2 -0.1 0.4241
H -1.23398 -2.57361 -3.33677 0.1 -0.1 0.0 0.4023
H -0.46029 -1.24417 -2.48716 0.2 0.1 -0.1 0.1220
H 2.28542 -2.20658 -2.34069 -0.1 0.2 0.1 0.1972
H 2.08318 -3.62992 -1.32970 -0.1 0.0 0.0 0.3979
H 2.19990 -1.86279 0.22285 0.0 -0.2 0.1 0.4475
H 0.46618 -2.29479 0.11921 0.0 -0.1 0.0 0.3185
H -0.60021 -0.28721 0.44461 0.2 0.0 0.1 0.3053
H 0.19041 1.19684 -0.11399 0.0 0.0 -0.1 0.3026
H 0.97590 0.20553 1.13760 -0.1 -0.1 0.1 0.2963

***

# 4
39
Properties=species:S:1:pos:R:3:forces:R:3:mulliken_charge:R:1 method="wB97M-V/def2-TZVPD" smiles="[H]/N=C(/N)NCCC[C@H](NC(=O)[C@@H](N)CC(=O)O)C(=O)O" multiplicity=1 e_above_lowest_kj_mol=76.9 energy_ha=-1042.4812 gap_ev=9.5
H -5.41783 -2.19446 -0.68689 -0.5 -0.3 0.9 0.2669
N -5.84741 -2.01429 0.24624 0.8 1.1 -1.0 -0.7334
C -5.35614 -0.89132 0.64425 -0.8 -1.1 0.0 0.4760
N -5.91851 -0.20038 1.74885 0.2 -0.9 0.3 -0.5562
N -4.26012 -0.21282 0.11615 -0.6 0.9 0.2 -0.1148
C -3.77409 -0.47715 -1.21458 -0.1 0.4 -1.4 -1.1697
C -2.48238 0.36956 -1.53069 -1.0 -1.0 0.4 -0.7315
C -1.36542 -0.01386 -0.58753 0.0 -1.2 0.2 -0.3242
C -0.16372 0.95030 -0.60740 0.0 0.0 -1.7 -0.0671
N 1.00966 0.46292 0.10239 0.7 0.9 1.5 -0.1466
C 1.65793 -0.64906 -0.28164 0.3 -0.7 -1.6 0.0279
O 1.23298 -1.38571 -1.17341 0.5 0.5 1.0 -0.6571
C 3.05997 -0.86401 0.30523 -0.1 -0.6 0.5 0.0390
N 3.44421 -2.27706 0.17921 -1.0 -0.9 -0.2 -0.7317
C 4.08121 0.06439 -0.36583 0.3 -0.7 -0.6 -0.6326
C 5.44724 0.10448 0.32637 0.5 -0.3 -0.5 0.5161
O 6.14309 1.09049 0.30846 -0.6 -0.7 0.3 -0.5627
O 5.84706 -1.06560 0.86932 0.5 1.0 0.0 -0.5125
C -0.62964 2.23766 0.00543 -0.5 0.5 -0.1 0.5199
O -1.05509 3.17096 -0.63011 0.5 -0.7 1.1 -0.5493
O -0.62648 2.16500 1.36842 0.3 -1.3 0.0 -0.5115
H -6.75476 -0.69880 2.10850 1.0 0.3 -0.5 0.3033
H -5.20220 -0.17666 2.47710 -0.4 0.3 0.0 0.2282
H -4.45632 0.77092 0.21833 0.2 0.3 0.2 0.2510
H -4.52194 -0.25089 -2.02388 0.3 0.2 0.7 0.3867
H -3.68102 -1.54918 -1.30175 0.9 -0.4 -0.1 0.5831
H -2.71902 1.38703 -1.27823 -0.4 0.7 -0.6 0.3307
H -2.21951 0.23675 -2.60256 -0.1 0.3 0.7 0.3208
H -1.07907 -1.01888 -0.92327 0.5 0.3 0.6 0.4479
H -1.80288 -0.08246 0.43375 0.4 0.0 -0.5 0.1066
H 0.08072 1.15955 -1.68200 0.0 -0.2 0.9 0.3002
H 1.55677 1.08479 0.74646 -1.0 -0.6 -1.1 0.4160
H 3.12618 -0.63413 1.37366 -0.5 0.1 0.1 0.4299
H 3.37531 -2.50351 -0.82948 0.0 0.0 0.8 0.2770
H 2.71423 -2.90557 0.64925 1.5 1.3 -0.9 0.3030
H 4.22581 -0.24682 -1.43529 -0.1 0.3 0.8 0.3280
H 3.75251 1.08548 -0.34802 -0.3 0.5 -0.2 0.2570
H 5.21220 -1.76672 0.65053 -0.5 -0.4 0.0 0.4511
H -0.36635 1.20792 1.60062 -0.6 2.1 -0.2 0.4345

***

# 5
34
Properties=species:S:1:pos:R:3:forces:R:3:mulliken_charge:R:1 method="wB97M-V/def2-TZVPD" smiles="COCCOCCCOC(C)=O.CC#N" multiplicity=1 e_above_lowest_kj_mol=356.3 energy_ha=-748.0178 gap_ev=10.4
C 2.09337 -2.24893 2.26566 -1.0 0.6 0.6 -0.5735
O 1.81282 -2.64103 0.90113 0.8 1.5 0.4 -0.3775
C 1.90548 -1.48474 0.00665 -1.0 0.0 0.2 -0.4591
C 0.46884 -0.71079 0.02691 1.9 -1.0 -0.8 0.1492
O 0.76801 0.69145 -0.18420 -1.3 -0.3 1.3 -0.1682
C -0.08148 1.56781 0.59022 -0.9 1.7 -0.3 -0.5989
C -1.63822 1.18770 0.59107 0.6 0.5 0.5 -0.3588
C -2.28126 1.01981 -0.87316 0.2 0.7 0.9 -0.4519
O -3.40581 0.09559 -0.76227 1.2 -2.0 0.6 -0.4053
C -2.95648 -1.25680 -0.66784 1.2 -2.7 -2.3 0.7248
C -3.08826 -2.13112 0.68522 -0.5 0.4 0.2 -0.8137
O -2.45425 -1.86852 -1.65052 -1.8 2.9 3.4 -0.5250
H 1.53139 -1.26992 2.51892 0.8 -1.3 -0.3 0.2082
H 3.19630 -2.03900 2.47596 -1.3 -0.6 -0.4 0.2622
H 1.63928 -3.04624 2.95284 1.0 1.0 -1.0 0.2603
H 2.68322 -0.73070 0.36434 -0.8 -1.1 -0.5 0.2431
H 2.15571 -1.91068 -1.02372 -0.3 0.8 1.4 0.2722
H 0.00840 -0.95919 1.03738 0.4 0.5 -1.4 0.0742
H -0.12186 -1.08910 -0.87320 0.4 0.4 1.5 -0.0210
H -0.00495 2.60790 0.09226 0.1 -1.6 0.7 0.3095
H 0.27648 1.73190 1.67298 -0.4 -0.7 -1.5 0.2423
H -2.18019 2.05414 1.12934 0.8 -1.4 -0.8 0.3870
H -1.77478 0.27741 1.27095 -0.1 1.1 -1.3 0.1870
H -1.55540 0.63489 -1.66056 -0.9 0.7 1.0 0.3134
H -2.73376 2.04529 -1.13896 0.7 -1.8 0.0 0.3248
H -3.82064 -1.67478 1.43348 1.1 -0.5 -1.0 0.3048
H -2.05151 -2.25315 1.17798 -1.6 0.4 -0.9 0.1516
H -3.44740 -3.20260 0.45660 0.6 1.9 0.0 0.3224
C 2.83299 2.42533 -2.04772 0.3 -0.3 0.0 -0.4930
C 1.86034 3.48501 -2.32471 0.0 0.0 0.0 0.3542
N 1.09554 4.31729 -2.54233 0.3 -0.3 0.1 -0.4157
H 2.34087 1.49607 -1.75181 -0.2 0.3 0.0 -0.0198
H 3.44741 2.20312 -2.92345 -0.2 0.2 0.0 0.3347
H 3.51188 2.70380 -1.23839 -0.2 0.2 -0.1 0.2556

***

# 6
32
Properties=species:S:1:pos:R:3:forces:R:3:mulliken_charge:R:1 method="wB97M-V/def2-TZVPD" smiles="CC(C)[C@@](C)(S)C(=O)N1CCCC1" multiplicity=1 e_above_lowest_kj_mol=274.1 energy_ha=-920.5254 gap_ev=9.7
C -2.59580 1.30087 -1.83343 0.1 0.2 0.7 -1.1813
C -1.61890 0.52756 -0.95686 1.7 0.2 4.6 1.2560
C -1.95301 -1.00068 -0.72307 1.0 1.0 -0.4 -1.5854
C -0.12538 0.61464 -1.39776 0.7 -0.6 1.0 0.2519
C 0.05310 0.02577 -2.78395 4.2 2.8 -0.2 -1.4553
S 0.51814 2.34706 -1.20841 0.3 -0.9 0.4 -0.1510
C 1.15511 -0.33301 -0.46786 -5.4 2.3 0.3 0.0965
O 1.87777 -0.94656 -1.13455 3.3 -1.9 -2.8 -0.6163
N 1.07244 -0.53230 0.84972 -0.1 0.6 0.4 0.1348
C 1.99715 -1.47137 1.46182 0.7 -0.9 0.7 -0.7035
C 2.19356 -0.90792 2.86210 1.9 1.4 2.0 -0.4878
C 1.20274 0.32637 3.00328 0.7 -2.5 1.3 -0.7811
C 0.25989 0.08765 1.88625 0.0 -1.0 -0.2 -0.5614
H -3.00794 0.65278 -2.58981 0.1 0.0 -0.7 0.3513
H -2.02179 2.15040 -2.22620 -0.7 -0.2 -0.3 0.2764
H -3.48225 1.69352 -1.29253 0.7 -0.2 0.0 0.3453
H -1.57331 1.09039 0.13777 -0.5 -1.4 -2.6 0.0844
H -2.46409 -1.24692 -1.65570 0.3 -0.9 0.1 0.4802
H -1.01707 -1.64256 -0.47973 -1.7 1.1 -0.6 0.2539
H -2.66595 -1.06945 0.08290 -0.2 -0.3 0.3 0.3421
H 0.33430 -0.98503 -2.80743 -0.8 -1.7 0.0 0.3992
H -0.50742 0.44699 -3.59753 -0.8 -0.2 -0.1 0.3648
H 1.13512 0.39987 -3.01976 -1.7 -0.4 -0.1 0.3685
H -0.22224 2.86707 -2.15539 -0.4 0.5 -0.6 0.1078
H 3.01330 -1.48801 0.92655 -2.0 -0.6 0.4 0.2830
H 1.44742 -2.47605 1.65744 1.3 1.2 -1.2 0.2663
H 3.29538 -0.51030 3.08225 -2.3 -1.1 -0.6 0.2430
H 1.95797 -1.68122 3.63563 0.3 0.7 -0.6 0.2974
H 0.65668 0.15664 3.94420 0.4 0.9 -0.1 0.3234
H 1.74024 1.24791 2.93585 0.1 0.6 0.1 0.3866
H -0.47999 -0.65046 2.24014 -0.2 0.3 -0.4 0.1940
H -0.17515 1.00633 1.62410 -0.9 0.9 -0.9 0.4164

***

| no. | F_max (Eh/bohr) |
| --- | --- |
| 1 | 0.086 |
| 2 | 0.007 |
| 3 | 0.100 |
| 4 | 0.042 |
| 5 | 0.094 |
| 6 | 0.115 |